{
  "formula": "C3H7N4S",
  "method": "ωB97M-V with the def2-TZVPD basis set",
  "elements": ["C", "C", "C", "N", "N", "N", "N", "S", "H", "H", "H", "H", "H", "H", "H"],
  "positions_angstrom": [[-0.8719, -1.1002, 0.0390], [0.2811, -2.0013, -0.1999], [-1.6258, 1.2271, 0.0680], [2.5415, 1.1313, 0.0954], [1.3631, 1.5126, -0.1059], [0.6877, 0.4143, -0.1934], [-0.6471, 0.1767, -0.0891], [1.8670, -0.9793, 0.1060], [-1.8737, -1.4516, 0.2481], [0.2723, -2.8354, 0.4999], [0.0431, -2.4512, -1.1596], [-1.1094, 1.9426, -0.4709], [-1.5426, 1.5667, 1.1525], [-2.7112, 1.0786, -0.3332], [3.3259, 1.7690, 0.3431]],
  "atomic_forces_ev_per_a": [[0.43, 0.47, -0.28], [-0.01, 0.33, 1.26], [-1.11, 0.66, 1.65], [0.37, -0.05, 0.41], [0.87, 1.47, 0.95], [1.47, -1.72, -0.75], [-0.57, -3.18, 0.83], [-2.36, -0.11, -0.93], [-0.12, 0.23, -0.11], [-0.12, -0.01, 0.13], [0.75, 0.06, -0.67], [0.04, 2.39, -1.25], [-0.63, -0.49, -1.32], [2.35, -0.33, 0.81], [-1.35, 0.29, -0.74]],
  "lumo_ha": -0.179,
  "charge": 1,
  "e_tot_ha": -735.29201,
  "max_force_ha_per_bohr": 0.06486,
  "e_above_lowest_kj_mol": 419.39,
  "homo_lumo_gap_ev": 8.61,
  "homo_ha": -0.495
}